(1)
The following is a DFT calculation (ωB97M-V/def2-TZVPD) of C35H32Cl2N5O2PbS2 as an isolated structure at a distorted geometry.

The geometry in XYZ format:
```
79
Properties=species:S:1:pos:R:3:mulliken_charge:R:1
Pb -2.542 -0.432 1.113 1.109
S 0.073 0.263 -0.021 0.241
C 1.182 -0.920 0.535 0.609
N 2.354 -1.144 -0.122 0.493
C 3.333 -2.065 0.426 -0.760
C 2.647 -3.349 0.938 -0.616
N 1.364 -3.034 1.563 0.107
C 0.679 -4.134 2.215 -1.942
C -0.573 -4.564 1.461 0.891
C -0.430 -5.262 0.272 -0.079
C -1.485 -5.967 -0.295 -0.777
C -2.766 -5.849 0.237 -0.422
C -2.965 -5.050 1.343 -0.651
C -1.886 -4.459 1.983 -0.283
C 0.828 -1.793 1.631 -0.631
S -0.217 -1.396 2.921 -0.216
C 2.919 -0.123 -1.055 -1.772
C 2.642 -0.478 -2.499 1.022
C 3.387 -1.458 -3.159 -0.193
C 3.190 -1.756 -4.488 -0.845
C 2.211 -1.127 -5.212 -0.377
C 1.395 -0.181 -4.579 -0.917
C 1.612 0.164 -3.240 0.013
H 3.919 -1.562 1.225 0.293
H 4.096 -2.325 -0.324 0.404
H 3.303 -3.772 1.689 0.448
H 2.507 -4.054 0.136 0.366
H 0.408 -3.812 3.208 0.715
H 1.427 -4.926 2.314 0.483
H 0.506 -5.268 -0.241 0.278
H -1.298 -6.687 -1.105 0.385
H -3.619 -6.417 -0.189 0.417
H -3.984 -4.934 1.773 0.384
H -2.046 -3.932 2.928 0.474
H 3.982 -0.089 -0.882 0.601
H 2.449 0.823 -0.796 0.511
H 4.163 -2.017 -2.659 0.291
H 3.809 -2.503 -4.966 0.393
H 2.054 -1.312 -6.271 0.392
H 0.594 0.255 -5.180 0.408
H 1.047 0.959 -2.763 0.362
N -3.955 -2.353 -3.349 -0.047
C -3.469 -1.133 -3.801 -0.576
C -3.143 -0.451 -2.665 -0.396
N -3.392 -1.181 -1.529 0.020
C -3.911 -2.315 -1.966 -0.378
H -4.238 -3.100 -3.968 0.217
H -3.430 -0.836 -4.844 0.400
H -2.678 0.514 -2.594 0.412
H -4.265 -3.196 -1.417 0.387
Cl 2.501 3.976 1.356 -0.170
C 1.502 4.155 -0.006 1.197
C 2.091 4.428 -1.248 -0.791
C 1.357 4.426 -2.439 -0.558
C -0.019 4.164 -2.355 -0.670
C -0.624 3.821 -1.139 0.716
Cl -2.260 3.332 -1.122 -0.156
C 0.084 3.912 0.092 -1.070
N -0.551 3.672 1.282 0.547
C -0.436 4.380 2.445 0.813
C 0.021 5.730 2.354 -0.389
C 0.128 6.485 3.510 -0.799
C -0.486 6.048 4.709 -0.672
C -0.966 4.734 4.798 -0.690
C -0.850 3.876 3.716 0.257
C -1.202 2.411 3.876 -0.824
C -2.493 1.932 3.070 0.624
O -3.496 1.615 3.692 -0.667
O -2.374 1.804 1.780 -0.925
H 3.129 4.707 -1.262 0.453
H 1.863 4.558 -3.403 0.437
H -0.631 4.154 -3.246 0.422
H -1.270 2.872 1.294 -0.084
H 0.419 6.076 1.404 0.513
H 0.583 7.466 3.444 0.384
H -0.610 6.748 5.514 0.402
H -1.403 4.355 5.726 0.398
H -1.379 2.147 4.909 0.416
H -0.420 1.750 3.518 0.238
```

For the largest force on an atom, the calculation gives 3.11 eV/Å. As for the HOMO energy: -0.3292 Ha. As for the net charge: +1. The multiplicity is 1.

***

(2)
The following is a DFT calculation (ωB97M-V/def2-TZVPD) of C35H38N6O11SSc as an isolated structure at a distorted geometry.

The geometry in XYZ format:
```
92
Properties=species:S:1:pos:R:3:mulliken_charge:R:1
Sc 1.882 -1.216 0.152 0.263
O 4.261 -1.904 3.638 -0.796
C 3.384 -1.818 2.770 0.071
O 3.440 -1.734 1.486 -0.236
C 1.947 -1.953 3.285 0.888
C 1.565 -2.394 4.579 -1.029
C 0.203 -2.641 4.796 -0.381
C -0.702 -2.655 3.739 -0.662
C -0.192 -2.316 2.503 0.005
N 1.050 -1.863 2.323 0.516
C -0.969 -2.344 1.198 0.505
O -2.202 -2.467 1.182 -0.875
O -0.190 -2.314 0.191 -0.178
H 2.347 -2.612 5.274 0.578
H -0.166 -2.795 5.798 0.436
H -1.744 -2.984 3.770 0.482
N -1.654 1.871 -0.564 -0.506
C -1.692 0.668 -1.288 0.838
C -2.749 0.727 -2.487 -1.573
C -2.943 -0.660 -3.100 -0.323
C -3.664 -1.639 -2.200 -1.185
N -2.793 -2.632 -1.573 -0.057
C -2.110 -3.551 -2.286 0.757
N -2.661 -4.049 -3.377 -0.340
N -1.009 -4.147 -1.768 -0.302
C -0.281 0.312 -1.837 0.549
O 0.037 0.815 -2.920 -0.693
O 0.551 -0.284 -1.048 0.175
H -0.967 2.560 -0.912 0.309
H -1.537 1.733 0.443 0.096
H -2.054 -0.095 -0.582 -0.162
H -2.365 1.397 -3.243 0.349
H -3.666 1.159 -2.123 0.406
H -2.023 -1.055 -3.566 0.484
H -3.593 -0.489 -3.965 0.322
H -4.395 -2.171 -2.778 0.371
H -4.186 -1.172 -1.372 0.522
H -2.384 -2.470 -0.629 0.020
H -3.621 -3.811 -3.638 0.198
H -2.231 -4.820 -3.838 0.212
H -0.459 -3.571 -1.104 -0.077
H -0.487 -4.768 -2.384 0.281
C -3.024 2.098 6.004 -1.307
C -2.488 2.800 4.797 1.087
C -3.398 3.268 3.830 -0.902
C -3.005 3.950 2.710 -0.814
C -1.643 4.231 2.514 -0.648
C -0.694 3.620 3.347 0.623
N 0.600 3.346 2.896 -0.268
C 1.217 3.842 1.816 0.251
C 1.125 5.234 1.551 -0.402
C 1.797 5.696 0.449 -0.512
C 2.433 4.803 -0.445 -0.732
C 2.520 3.445 -0.172 -0.550
C 2.064 2.975 1.070 0.166
C 2.206 1.561 1.478 0.757
O 1.944 1.209 2.665 -0.841
O 2.551 0.752 0.534 -0.408
C -1.117 3.003 4.574 0.311
C -0.075 2.613 5.609 -1.551
H -4.103 2.241 5.981 0.413
H -2.558 2.497 6.929 0.315
H -2.890 0.973 6.015 0.213
H -4.449 3.030 3.942 0.253
H -3.755 4.313 1.978 0.358
H -1.313 4.903 1.701 0.348
H 1.020 2.408 3.171 0.393
H 0.615 5.899 2.279 0.453
H 1.774 6.747 0.185 0.365
H 2.893 5.275 -1.331 0.339
H 2.939 2.749 -0.888 0.468
H 0.070 1.496 5.737 0.243
H -0.388 3.066 6.594 0.400
H 0.948 2.928 5.361 0.456
C 1.783 -2.157 -7.587 -1.336
C 2.230 -2.238 -6.166 0.883
C 2.637 -3.410 -5.605 -0.611
C 3.120 -3.501 -4.287 -0.800
C 3.086 -2.327 -3.534 0.103
C 2.645 -1.107 -4.036 -0.321
C 2.231 -1.061 -5.349 -0.708
S 3.488 -2.407 -1.791 1.471
O 4.608 -3.297 -1.618 -0.661
O 3.586 -1.015 -1.284 -0.529
O 2.168 -2.876 -1.154 -0.579
H 0.733 -2.449 -7.708 0.254
H 2.385 -2.763 -8.228 0.409
H 1.976 -1.107 -7.936 0.340
H 2.588 -4.345 -6.185 0.321
H 3.459 -4.411 -3.860 0.544
H 2.633 -0.237 -3.379 0.362
H 1.855 -0.117 -5.719 0.323
```

For the largest force on an atom, the calculation gives 2.82 eV/Å. As for the HOMO energy: -0.1708 Ha. As for the net charge: -1. The multiplicity is 1.

***

(3)
The following is a DFT calculation (ωB97M-V/def2-TZVPD) of C5H4MnO5 as an isolated structure at a distorted geometry.

The geometry in XYZ format:
```
15
Properties=species:S:1:pos:R:3:mulliken_spin:R:1
Mn -0.421 1.272 -0.128 3.620
O 0.352 2.011 -2.871 0.165
C 0.096 1.620 -1.798 -0.066
C -1.804 0.166 0.203 -0.056
O -2.601 -0.550 0.658 0.149
C 0.927 1.032 1.021 -0.053
O 1.569 0.896 1.989 0.135
C -1.111 2.819 0.467 -0.221
O -1.626 3.689 1.050 0.200
C 0.815 -2.287 0.245 0.023
O 0.319 -1.453 -0.792 0.079
H 1.800 -1.930 0.565 0.031
H 0.883 -3.328 -0.056 -0.008
H 0.131 -2.221 1.100 0.007
H 0.672 -1.735 -1.652 -0.006
```

For the largest force on an atom, the calculation gives 13.37 eV/Å. As for the HOMO energy (spin up / spin down): -0.9042 / -0.8752 Ha. As for the net charge: +3. The multiplicity is 5.